[1]
A cluster of 2 separate species, C9H16NP in total at a distorted geometry. Source: the Open Molecules 2025 dataset; level of theory: the ωB97M-V functional and the def2-TZVPD basis.

Last column: Löwdin charge in e.
Atoms and positions in Å:
C1 -0.186 -1.270 -4.022  -0.005
C2 -1.671 1.934 0.671  -0.016
C3 -1.114 -1.157 -3.053  -0.169
C4 -1.395 0.216 -2.398  -0.182
C5 -1.185 0.073 -0.917  -0.133
C6 -1.453 1.049 -0.182  -0.198
C7 0.096 -2.377 1.981  -0.120
C8 1.249 1.064 3.251  -0.331
C9 2.057 0.540 0.602  -0.286
N1 0.339 -1.153 1.686  -0.289
P1 1.740 -0.418 2.228  0.772
H1 0.157 -2.253 -4.322  0.051
H2 0.355 -0.360 -4.219  0.048
H3 -0.849 2.795 0.697  0.109
H4 -2.501 2.151 1.348  0.064
H5 -1.646 -2.057 -2.848  0.084
H6 -2.424 0.505 -2.553  0.108
H7 -0.532 -0.744 -0.664  0.089
H8 -0.696 -2.784 1.389  0.048
H9 -0.805 0.989 -2.831  0.099
H10 0.642 -2.914 2.875  0.090
H11 2.211 1.470 3.548  0.003
H12 0.690 0.727 4.235  0.061
H13 0.509 1.781 2.691  0.047
H14 1.251 1.213 0.389  -0.012
H15 2.100 -0.139 -0.227  0.006
H16 3.061 1.118 0.648  0.062

- E_HOMO (Eh) = -0.299
- relative energy (zero: lowest compared OMol25 entry of this formula, charge and spin) (eV) = 3.158
- Kohn-Sham gap (Eh) = 0.3297
- net charge = 0
- SMILES = C=C=CCC=C.C=NP(C)C

[2]
A structure of composition C27H39As3Cl2CsI2N4O2S2. Source: the Open Molecules 2025 dataset; level of theory: the ωB97M-V functional and the def2-TZVPD basis.

Last column: Löwdin charge in e.
Atoms and positions in Å:
Cs1 0.694 0.479 -0.244  0.776
N1 5.941 5.582 4.504  0.080
C1 4.944 5.217 3.588  -0.331
C2 5.129 5.415 2.221  -0.037
C3 4.126 5.088 1.325  -0.069
C4 2.925 4.558 1.778  -0.283
C5 2.723 4.380 3.138  -0.061
C6 3.726 4.707 4.035  -0.035
S1 1.768 4.012 0.547  0.559
O1 1.809 4.979 -0.524  -0.317
O2 2.262 2.673 0.173  -0.594
N2 0.458 3.935 1.404  -0.109
C7 -0.710 3.454 0.929  -0.520
N3 -1.686 3.304 1.861  0.114
C8 -2.836 2.805 1.449  -0.148
C9 -3.094 2.437 0.134  -0.076
C10 -2.043 2.625 -0.739  -0.191
N4 -0.861 3.114 -0.374  0.023
H1 6.874 5.559 4.123  0.079
H2 5.896 5.083 5.378  0.079
H3 6.064 5.832 1.864  0.107
H4 4.266 5.242 0.263  0.117
H5 1.771 3.997 3.478  0.096
H6 3.562 4.573 5.099  0.106
H7 -3.596 2.669 2.215  0.104
H8 -4.030 1.992 -0.167  0.078
H9 -2.139 2.351 -1.787  0.111
C11 0.959 1.209 3.450  -0.353
As1 0.334 -0.613 3.086  1.111
C12 0.128 -1.182 4.952  -0.333
C13 1.925 -1.676 2.551  -0.383
C14 3.384 -1.424 2.979  -0.671
C15 4.168 -2.690 2.607  -0.091
C16 3.996 -0.193 2.291  -0.363
As2 4.249 -0.193 0.326  1.109
C17 5.230 1.501 0.321  -0.316
C18 5.859 -1.316 0.185  -0.341
C19 3.449 -1.226 4.502  -0.380
As3 5.252 -1.171 5.310  1.113
C20 4.655 -0.363 6.998  -0.355
C21 5.319 -3.017 5.978  -0.351
H10 1.775 1.261 4.171  0.014
H11 0.094 1.746 3.846  0.028
H12 1.249 1.741 2.543  -0.032
H13 0.950 -0.855 5.587  0.003
H14 0.048 -2.269 4.987  0.020
H15 -0.805 -0.762 5.326  0.016
H16 1.889 -1.760 1.458  -0.002
H17 1.640 -2.674 2.905  0.074
H18 4.007 -2.956 1.560  0.073
H19 3.834 -3.533 3.216  0.085
H20 5.243 -2.556 2.760  0.064
H21 4.978 0.010 2.729  0.043
H22 3.384 0.694 2.483  0.059
H23 6.065 1.458 1.023  0.029
H24 4.551 2.306 0.589  -0.013
H25 5.610 1.690 -0.684  0.026
H26 6.515 -1.167 1.043  0.024
H27 6.382 -1.001 -0.719  0.015
H28 5.613 -2.371 0.090  0.006
H29 2.892 -2.023 5.006  0.075
H30 2.977 -0.278 4.772  0.043
H31 4.417 0.687 6.830  0.011
H32 5.452 -0.423 7.738  0.011
H33 3.770 -0.873 7.380  0.022
H34 5.513 -3.703 5.155  0.005
H35 4.378 -3.290 6.457  0.022
H36 6.130 -3.108 6.701  0.011
Cl1 0.331 -0.498 -3.512  0.612
C22 0.422 -2.179 -3.952  -0.665
C23 0.293 -2.457 -5.304  -0.125
C24 0.350 -3.766 -5.744  -0.091
C25 0.540 -4.785 -4.825  -0.128
C26 0.656 -4.485 -3.480  -0.679
Cl2 0.888 -5.824 -2.397  0.647
C27 0.596 -3.172 -2.980  -0.752
S2 0.766 -2.841 -1.266  0.219
H37 0.149 -1.640 -5.997  0.099
H38 0.253 -3.990 -6.797  0.102
H39 0.592 -5.819 -5.138  0.097
I1 -1.796 -2.339 -0.745  0.141
I2 -4.553 -1.658 -0.121  -0.264

- E_HOMO (Eh) = -0.196
- relative energy (zero: lowest compared OMol25 entry of this formula, charge and spin) (eV) = 0.012
- Kohn-Sham gap (Eh) = 0.2647
- net charge = -1

[3]
A cluster of 5 separate species, C2H13O4S in total at a distorted geometry. Source: the Open Molecules 2025 dataset; level of theory: the ωB97M-V functional and the def2-TZVPD basis.

Last column: Löwdin charge in e.
Atoms and positions in Å:
C1 2.559 -1.236 -0.707  -0.201
C2 1.813 0.033 -1.134  -0.745
S1 0.563 0.623 0.081  0.284
H1 1.993 -2.088 -0.991  0.045
H2 2.777 -1.099 0.346  0.047
H3 3.562 -1.255 -1.143  0.049
H4 1.316 0.033 -2.101  0.028
H5 2.567 0.825 -1.220  0.020
H6 1.814 3.149 -0.562  -0.030
H7 1.015 4.206 -1.269  0.021
O1 1.875 4.068 -0.862  -0.101
H8 -4.748 -0.033 1.167  0.029
H9 -4.445 -0.310 2.637  0.032
O2 -5.092 0.101 2.055  -0.064
H10 -0.228 -1.050 1.543  -0.103
H11 -0.798 -0.883 2.884  0.009
O3 -0.503 -1.603 2.313  -0.148
H12 -1.472 -0.849 -0.550  -0.070
H13 -2.697 -1.106 -1.371  0.009
O4 -1.869 -1.528 -1.117  -0.112

- E_HOMO (Eh) = -0.126
- relative energy (zero: lowest compared OMol25 entry of this formula, charge and spin) (eV) = 0.877
- Kohn-Sham gap (Eh) = 0.2415
- net charge = -1

[4]
A cluster of 6 separate species, C24H42N2O8S4 in total at a distorted geometry. Source: the Open Molecules 2025 dataset; level of theory: the ωB97M-V functional and the def2-TZVPD basis.

Last column: Löwdin charge in e.
Atoms and positions in Å:
C1 -12.352 24.146 10.299  -0.220
C2 -10.988 23.476 10.646  -0.213
C3 -10.637 22.565 9.505  -0.238
S1 -11.451 23.105 7.966  0.737
O1 -12.264 22.051 7.420  -0.333
O2 -10.403 23.842 7.166  -0.371
C4 -12.576 24.324 8.808  -0.205
H1 -12.649 24.957 10.965  0.113
H2 -13.144 23.480 10.642  0.106
H3 -11.063 22.897 11.567  0.113
H4 -10.259 24.267 10.822  0.112
H5 -11.058 21.609 9.819  0.105
H6 -9.587 22.473 9.231  0.103
H7 -13.540 23.980 8.433  0.093
H8 -12.343 25.316 8.421  0.099
C5 -15.262 10.565 16.311  -0.215
C6 -14.439 11.108 17.478  -0.242
C7 -13.141 11.729 17.027  -0.188
S2 -12.771 10.923 15.348  0.672
O3 -11.537 10.099 15.344  -0.353
O4 -12.982 11.737 14.243  -0.304
C8 -14.252 9.869 15.407  -0.235
H9 -15.683 11.431 15.802  0.116
H10 -16.093 9.914 16.582  0.116
H11 -14.152 10.298 18.149  0.115
H12 -15.001 11.819 18.084  0.116
H13 -12.265 11.515 17.639  0.097
H14 -13.164 12.795 16.802  0.098
H15 -13.880 8.974 15.907  0.100
H16 -14.499 9.635 14.372  0.107
C9 -4.280 10.725 12.533  -0.236
C10 -3.002 11.555 12.316  -0.230
C11 -1.958 10.816 13.062  -0.239
S3 -2.225 9.004 12.888  0.711
O5 -2.258 8.348 14.186  -0.335
O6 -1.657 8.431 11.697  -0.337
C12 -3.992 9.248 12.307  -0.212
H17 -5.067 10.930 11.807  0.111
H18 -4.727 10.852 13.518  0.115
H19 -3.147 12.609 12.554  0.123
H20 -2.802 11.515 11.245  0.119
H21 -2.078 11.035 14.123  0.107
H22 -0.999 11.161 12.675  0.108
H23 -4.570 8.389 12.647  0.104
H24 -3.956 9.127 11.224  0.091
C13 -12.167 13.107 25.576  -0.249
C14 -11.062 13.713 26.413  -0.208
C15 -10.556 14.967 25.614  -0.156
S4 -10.758 14.475 23.746  0.709
O7 -9.511 13.993 23.177  -0.351
O8 -11.611 15.377 22.984  -0.357
C16 -11.779 12.947 24.047  -0.198
H25 -13.082 13.693 25.662  0.110
H26 -12.588 12.139 25.848  0.107
H27 -10.262 12.988 26.561  0.117
H28 -11.599 14.063 27.294  0.111
H29 -9.490 15.193 25.665  0.086
H30 -11.115 15.866 25.874  0.094
H31 -11.181 12.053 23.866  0.091
H32 -12.658 12.875 23.407  0.093
N1 -9.771 17.254 16.401  0.014
C17 -8.758 16.347 16.415  -0.163
C18 -8.225 16.232 15.163  -0.141
C19 -8.878 17.083 14.291  -0.111
C20 -9.875 17.646 15.055  -0.137
H33 -10.326 17.399 17.233  0.145
H34 -8.519 16.030 17.419  0.108
H35 -7.396 15.575 14.940  0.093
H36 -8.732 17.233 13.231  0.097
H37 -10.711 18.282 14.807  0.095
N2 -6.135 19.927 22.788  -0.008
C21 -7.480 19.768 22.672  -0.138
C22 -8.087 20.470 23.725  -0.109
C23 -7.053 21.084 24.451  -0.130
C24 -5.874 20.764 23.848  -0.148
H38 -5.489 19.615 22.077  0.147
H39 -7.782 19.298 21.747  0.104
H40 -9.158 20.554 23.836  0.086
H41 -7.204 21.681 25.338  0.093
H42 -4.845 20.969 24.106  0.104

- E_HOMO (Eh) = -0.301
- relative energy (zero: lowest compared OMol25 entry of this formula, charge and spin) (eV) = 0.000
- Kohn-Sham gap (Eh) = 0.3101
- net charge = 0
- SMILES = O=S1(=O)CCCC1.O=S1(=O)CCCC1.O=S1(=O)CCCC1.O=S1(=O)CCCC1.c1cc[nH]c1.c1cc[nH]c1

[5]
A structure of composition C27H45GeN4RbSi3. Source: the Open Molecules 2025 dataset; level of theory: the ωB97M-V functional and the def2-TZVPD basis.

Last column: Löwdin charge in e.
Atoms and positions in Å:
Rb1 -0.001 0.287 -0.190  0.691
C1 -0.156 -1.315 2.892  -0.141
N1 -0.037 0.143 2.793  -0.200
C2 1.256 0.602 3.300  -0.141
C3 2.486 0.103 2.571  -0.277
C4 3.641 -0.166 3.294  -0.008
C5 4.805 -0.490 2.617  -0.040
C6 4.779 -0.546 1.234  -0.043
C7 3.578 -0.286 0.595  -0.131
N2 2.455 0.038 1.237  0.010
C8 -1.121 0.823 3.506  -0.123
C9 -2.217 1.444 2.657  -0.260
C10 -3.398 1.825 3.289  -0.014
C11 -4.378 2.467 2.559  -0.045
C12 -4.159 2.702 1.208  -0.047
C13 -2.968 2.268 0.660  -0.142
N3 -2.007 1.659 1.363  0.023
C14 -1.487 -1.822 2.385  -0.282
C15 -2.351 -2.512 3.224  -0.012
C16 -3.571 -2.946 2.729  -0.041
C17 -3.889 -2.674 1.411  -0.042
C18 -2.963 -1.982 0.644  -0.125
N4 -1.789 -1.565 1.108  0.033
H1 -0.019 -1.652 3.931  0.133
H2 0.647 -1.764 2.301  0.124
H3 1.375 0.359 4.368  0.131
H4 1.263 1.693 3.227  0.140
H5 3.626 -0.115 4.375  0.119
H6 5.717 -0.696 3.161  0.117
H7 5.660 -0.791 0.659  0.112
H8 3.519 -0.328 -0.488  0.096
H9 -0.697 1.628 4.113  0.133
H10 -1.594 0.145 4.226  0.129
H11 -3.536 1.623 4.344  0.121
H12 -5.301 2.780 3.030  0.115
H13 -4.894 3.200 0.592  0.111
H14 -2.766 2.422 -0.395  0.096
H15 -2.068 -2.702 4.251  0.118
H16 -4.261 -3.485 3.364  0.116
H17 -4.828 -2.988 0.978  0.111
H18 -3.179 -1.756 -0.396  0.102
C19 1.287 -2.121 -5.980  -0.213
Si1 1.342 -1.927 -4.116  0.281
C20 3.114 -1.670 -3.559  -0.214
C21 0.669 -3.472 -3.296  -0.217
Ge1 -0.002 -0.047 -3.536  0.623
Si2 0.925 2.084 -4.047  0.273
C22 2.570 2.288 -3.167  -0.215
C23 -0.246 3.434 -3.481  -0.217
C24 1.179 2.197 -5.899  -0.210
Si3 -2.288 -0.308 -4.142  0.279
C25 -2.483 0.081 -5.964  -0.213
C26 -2.846 -2.067 -3.804  -0.220
C27 -3.344 0.870 -3.130  -0.219
H19 1.904 -2.974 -6.277  0.039
H20 1.669 -1.237 -6.493  0.023
H21 0.272 -2.304 -6.337  0.024
H22 3.729 -2.517 -3.877  0.040
H23 3.180 -1.609 -2.470  0.009
H24 3.553 -0.765 -3.980  0.019
H25 1.327 -4.322 -3.496  0.038
H26 -0.325 -3.726 -3.665  0.016
H27 0.601 -3.353 -2.212  0.026
H28 2.466 2.189 -2.083  0.019
H29 2.985 3.279 -3.366  0.039
H30 3.301 1.549 -3.499  0.017
H31 -0.457 3.368 -2.411  0.021
H32 -1.199 3.389 -4.013  0.023
H33 0.191 4.418 -3.669  0.039
H34 1.876 1.438 -6.258  0.025
H35 1.592 3.177 -6.153  0.039
H36 0.243 2.076 -6.446  0.023
H37 -1.876 -0.578 -6.588  0.026
H38 -2.202 1.111 -6.192  0.023
H39 -3.530 -0.051 -6.254  0.039
H40 -2.463 -2.753 -4.562  0.029
H41 -3.937 -2.130 -3.825  0.037
H42 -2.504 -2.428 -2.831  0.013
H43 -3.040 1.910 -3.267  0.018
H44 -3.285 0.640 -2.062  0.007
H45 -4.393 0.786 -3.426  0.040

- E_HOMO (alpha / beta) (Eh) = -0.352 / -0.399
- multiplicity = 2
- Kohn-Sham gap (alpha / beta) (Eh) = 0.2822 / 0.2788
- net charge = +1